# 1
{
  "formula": "C45H42N6PS4Ti",
  "method": "wB97M-V/def2-TZVPD",
  "elements": ["Ti", "N", "C", "C", "C", "C", "C", "C", "N", "C", "C", "C", "S", "C", "N", "H", "H", "H", "H", "H", "H", "H", "C", "C", "C", "C", "C", "C", "N", "N", "C", "C", "C", "C", "C", "N", "H", "H", "H", "H", "H", "H", "H", "H", "H", "C", "C", "C", "C", "C", "C", "P", "C", "C", "C", "C", "C", "C", "C", "C", "C", "C", "C", "C", "H", "H", "H", "H", "H", "H", "H", "H", "H", "H", "H", "H", "H", "H", "C", "C", "S", "C", "C", "S", "C", "C", "S", "H", "H", "H", "H", "H", "H", "H", "H", "H", "H", "H", "H"],
  "coordinates": [[0.0439, -0.4674, 0.6957], [-2.0050, -2.2437, 3.6560], [-3.0640, -2.4057, 2.7924], [-4.3595, -2.8589, 2.9818], [-5.1619, -2.9411, 1.8559], [-4.6829, -2.6175, 0.5873], [-3.3962, -2.1540, 0.3929], [-2.5919, -2.0151, 1.5176], [-1.2915, -1.5932, 1.6319], [-0.9455, -1.7618, 2.9245], [0.4024, -1.5259, 3.3015], [1.0835, -1.7271, 4.4920], [2.7653, -1.4146, 4.2837], [2.4710, -0.9954, 2.6505], [1.2297, -1.0831, 2.2787], [-2.0306, -2.4215, 4.6446], [-4.7231, -3.1538, 3.9553], [-6.1781, -3.2908, 1.9554], [-5.3327, -2.7336, -0.2660], [-3.0134, -1.9496, -0.5961], [0.6951, -2.0332, 5.4403], [3.2719, -0.6764, 2.0042], [-3.9849, 1.2067, 3.9821], [-4.2714, 1.5681, 2.6753], [-3.2627, 1.6317, 1.7314], [-1.9550, 1.2708, 2.0715], [-1.6635, 0.9662, 3.4059], [-2.6737, 0.9413, 4.3473], [-0.9239, 1.1853, 1.1411], [-0.7826, 2.1859, 0.2998], [0.2224, 2.0142, -0.5682], [0.5223, 3.0309, -1.4954], [1.5636, 2.8564, -2.3717], [2.2874, 1.6611, -2.3213], [1.9290, 0.6866, -1.4081], [0.9386, 0.8408, -0.5213], [-4.7690, 1.1744, 4.7229], [-5.2862, 1.8110, 2.3949], [-3.4615, 1.9541, 0.7235], [-0.6310, 0.8067, 3.6967], [-2.4331, 0.7289, 5.3780], [-0.0876, 3.9183, -1.4843], [1.8152, 3.6234, -3.0873], [3.1036, 1.4760, -2.9991], [2.4711, -0.2578, -1.3622], [-1.4701, -2.4267, -7.1216], [-2.4280, -1.9929, -6.2200], [-2.0466, -1.3355, -5.0663], [-0.6961, -1.1247, -4.7956], [0.2593, -1.5403, -5.7161], [-0.1295, -2.1844, -6.8770], [-0.0906, -0.4660, -3.1940], [-1.4344, 0.7382, -2.8952], [-1.5311, 1.7481, -3.8530], [-2.5256, 2.7000, -3.7688], [-3.4689, 2.6147, -2.7582], [-3.3721, 1.6183, -1.8035], [-2.3314, 0.7037, -1.8354], [-0.4028, -1.9169, -2.1059], [-0.7470, -3.1321, -2.7013], [-0.5498, -4.3278, -2.0423], [0.0590, -4.3265, -0.8004], [0.3261, -3.1196, -0.1710], [0.0663, -1.8822, -0.7795], [-1.7735, -2.9625, -8.0068], [-3.4744, -2.1801, -6.4085], [-2.7943, -1.0059, -4.3591], [1.3090, -1.3679, -5.5134], [0.6144, -2.5067, -7.5899], [-0.8132, 1.7691, -4.6629], [-2.5897, 3.4889, -4.5028], [-4.2750, 3.3293, -2.7058], [-4.1435, 1.5324, -1.0530], [-2.2191, -0.0413, -1.0401], [-1.1715, -3.1544, -3.6916], [-0.8361, -5.2515, -2.5193], [0.3077, -5.2612, -0.3214], [0.7752, -3.1590, 0.8259], [6.7011, 0.9864, 1.9252], [6.1553, 0.6486, 0.5473], [4.3798, 1.0086, 0.3137], [4.3085, 2.8179, 0.5700], [3.1125, 3.2550, 1.4103], [2.5512, 2.0433, 2.6484], [3.6068, 2.3634, 4.1077], [5.1036, 2.1577, 3.9578], [5.5777, 0.5128, 3.2934], [6.8974, 2.0507, 2.0316], [7.6320, 0.4433, 2.0889], [6.2261, -0.4240, 0.3692], [6.7220, 1.1651, -0.2292], [4.2456, 3.2808, -0.4163], [5.2464, 3.1085, 1.0362], [2.2340, 3.3901, 0.7820], [3.3263, 4.1898, 1.9266], [3.2098, 1.6712, 4.8504], [3.4043, 3.3826, 4.4422], [5.5557, 2.2359, 4.9485], [5.5477, 2.9177, 3.3187]],
  "forces_ev_per_a": [[1.1031, -0.8988, -0.6285], [1.1657, 0.3335, -0.4534], [-0.0372, 0.2267, -0.8002], [-0.1539, -0.0723, -0.0357], [0.0686, -0.0714, 0.3937], [0.2202, 0.1853, -0.2422], [-0.0944, -0.0315, -0.0361], [-0.5554, -0.3163, 0.5861], [-0.6163, -1.3584, 2.8202], [-2.3873, -0.7036, -0.8901], [2.1304, -0.1453, 1.9154], [-0.4299, 0.2342, -1.1996], [-0.6140, 0.0286, -0.4311], [0.3299, -0.1238, 0.3718], [0.0395, -0.4295, 0.7360], [0.1149, 0.0437, 0.0478], [-0.0412, 0.0068, 0.0501], [-0.0702, -0.0342, 0.0506], [-0.0641, -0.0286, -0.0742], [0.0094, 0.0531, -0.0511], [-0.1452, -0.1442, 0.2455], [0.0966, 0.1691, -0.0990], [0.0228, 0.0290, 0.0842], [0.0149, 0.0501, 0.0274], [0.4226, -0.1487, -0.0840], [-0.8770, 0.5283, 0.9963], [-0.0157, 0.2779, -0.3765], [-0.0964, -0.0268, 0.0698], [0.2084, 0.6716, -0.4979], [-0.7652, 0.9533, 0.4720], [0.6707, 0.1509, -0.5667], [-0.1822, -0.2148, 0.4338], [0.2188, -0.4356, 0.1855], [-0.0068, 0.2040, 0.1242], [0.4740, 0.0841, -0.1241], [0.6959, 1.8204, -1.1189], [-0.0834, -0.0143, 0.0560], [-0.0483, 0.0445, -0.0345], [-0.0032, -0.0145, -0.0520], [-0.0316, 0.0490, -0.0191], [0.0099, -0.0316, 0.1590], [-0.1069, 0.1007, 0.0022], [0.0196, 0.0699, -0.0926], [0.0903, -0.0686, -0.0584], [-0.2545, 0.2401, -0.0921], [0.0647, -0.0530, -0.0380], [-0.1550, 0.0397, 0.0522], [0.1213, 0.0545, -0.0513], [0.1243, 0.1057, 0.1699], [-0.0693, 0.1000, 0.1378], [0.0226, -0.1257, -0.2237], [-0.5693, -0.3307, -0.4951], [0.1426, -0.2025, 0.0944], [0.0122, -0.0373, 0.1487], [-0.0006, 0.0241, -0.1414], [-0.0625, 0.0215, 0.1579], [-0.2332, -0.0100, 0.0436], [0.1028, -0.2475, -0.1581], [0.2555, 0.0793, -0.1975], [-0.1528, 0.1049, 0.0156], [0.0697, -0.0347, 0.1354], [0.0321, -0.1080, 0.1226], [0.1093, -0.0692, 0.0000], [-0.0205, -0.7135, -0.9250], [-0.0091, -0.0171, -0.1577], [-0.1059, -0.0048, -0.0505], [-0.0807, 0.0302, 0.0750], [0.0315, -0.0035, 0.0132], [0.0750, -0.0468, -0.0638], [0.0106, 0.0610, -0.0935], [-0.0015, 0.0648, -0.0944], [-0.1146, 0.0703, -0.0196], [-0.0096, 0.0356, 0.0860], [-0.1791, 0.1574, -0.3602], [0.0575, -0.0317, -0.0846], [0.0098, -0.1599, -0.0348], [0.0048, -0.1027, 0.1140], [-0.1933, -0.0163, -0.1461], [-0.2657, -0.2621, 0.3609], [-0.5303, 0.2496, -0.1008], [0.6915, -0.0052, -0.3372], [0.1189, -0.4468, -0.2087], [-0.1131, -0.4676, 0.4293], [-0.0168, 0.4875, 0.4210], [-0.3214, 0.0119, -0.5176], [0.0523, -0.3922, -0.0152], [0.3101, 0.3262, 0.1440], [0.1161, -0.0219, 0.0007], [0.0628, 0.1533, -0.0461], [-0.0049, -0.0086, -0.0849], [0.1019, -0.1061, 0.0439], [0.0964, 0.1033, 0.0915], [0.0341, 0.0810, -0.0080], [-0.0039, 0.1183, -0.0381], [-0.0851, 0.1223, -0.1035], [-0.0483, 0.0664, 0.0973], [0.0486, -0.0531, 0.1464], [0.0299, 0.1424, -0.0823], [-0.0085, 0.0252, 0.0071]],
  "largest_force_ev_per_a": 3.19,
  "homo_ev": [-9.104, -9.613],
  "spin_multiplicity": 3,
  "total_energy_ha": -4851.9220,
  "e_above_lowest_kj_mol": 49.6,
  "s_squared": 2.02,
  "total_charge": 1
}



# 2
{
  "formula": "C45H42NO3P3S5Ti",
  "method": "wB97M-V/def2-TZVPD",
  "elements": ["Ti", "O", "S", "C", "C", "C", "C", "C", "C", "P", "C", "C", "C", "C", "C", "C", "C", "C", "C", "C", "C", "C", "C", "C", "C", "C", "C", "C", "P", "C", "C", "C", "C", "C", "C", "C", "C", "C", "C", "C", "C", "H", "H", "H", "H", "H", "H", "H", "H", "H", "H", "H", "H", "H", "H", "H", "H", "H", "H", "H", "H", "H", "H", "H", "H", "H", "H", "H", "H", "S", "C", "C", "C", "C", "C", "N", "H", "H", "H", "H", "C", "C", "O", "P", "S", "S", "O", "C", "C", "H", "H", "H", "H", "H", "H", "H", "H", "H", "H", "S"],
  "coordinates": [[0.9442, -1.0551, 0.2921], [-1.6038, 0.4317, 3.1371], [-0.9415, 0.8086, 1.8517], [-0.4442, 2.5147, 2.0338], [-0.9261, 3.2107, 3.1306], [-0.6220, 4.5583, 3.2568], [0.1437, 5.1926, 2.2845], [0.6411, 4.4646, 1.2125], [0.3696, 3.1068, 1.0837], [1.1321, 2.0203, -0.1986], [2.8748, 2.6059, -0.0429], [3.3961, 2.9415, 1.2057], [4.7106, 3.3587, 1.3341], [5.5371, 3.4443, 0.2201], [5.0356, 3.0908, -1.0222], [3.7164, 2.6714, -1.1468], [0.4666, 2.9847, -1.6847], [1.0032, 2.9712, -2.9724], [0.3452, 3.5512, -4.0479], [-0.8966, 4.1445, -3.8825], [-1.4762, 4.1330, -2.6222], [-0.8046, 3.5586, -1.5522], [-2.4831, 1.3037, 0.8406], [-3.4285, 2.2682, 1.1976], [-4.6174, 2.3843, 0.5085], [-4.8992, 1.5202, -0.5503], [-3.9722, 0.5681, -0.9130], [-2.7472, 0.4638, -0.2394], [-1.5673, -0.8750, -0.7699], [-2.7076, -2.3006, -0.4957], [-2.9397, -3.3158, -1.4089], [-3.7815, -4.3782, -1.0912], [-4.4030, -4.4332, 0.1430], [-4.1848, -3.4120, 1.0619], [-3.3460, -2.3606, 0.7468], [-1.5404, -0.6854, -2.6020], [-1.9308, 0.4855, -3.2448], [-1.7942, 0.6238, -4.6200], [-1.2676, -0.4140, -5.3725], [-0.8317, -1.5676, -4.7346], [-0.9388, -1.6911, -3.3598], [-1.5110, 2.6728, 3.8649], [-0.9807, 5.1156, 4.1147], [0.3750, 6.2477, 2.3721], [1.2644, 4.9521, 0.4711], [2.7687, 2.8415, 2.0815], [5.0930, 3.6017, 2.3184], [6.5659, 3.7702, 0.3219], [5.6666, 3.1186, -1.9027], [3.3690, 2.3589, -2.1202], [1.9332, 2.4622, -3.1742], [0.8040, 3.5076, -5.0280], [-1.4123, 4.5917, -4.7247], [-2.4583, 4.5604, -2.4601], [-1.3064, 3.5554, -0.5922], [-3.2275, 2.9273, 2.0324], [-5.3419, 3.1351, 0.8027], [-5.8410, 1.5903, -1.0811], [-4.1914, -0.1127, -1.7278], [-2.4720, -3.2996, -2.3828], [-3.9319, -5.1692, -1.8160], [-5.0404, -5.2706, 0.3992], [-4.6515, -3.4419, 2.0383], [-3.1700, -1.5889, 1.4869], [-2.3241, 1.3167, -2.6754], [-2.0825, 1.5565, -5.0885], [-1.1599, -0.3099, -6.4460], [-0.3618, -2.3615, -5.3014], [-0.4864, -2.5401, -2.8573], [1.6856, -0.3412, -2.4493], [3.1515, -0.4911, -1.5763], [4.4447, -0.4411, -2.1393], [5.5471, -0.4997, -1.3308], [5.3856, -0.5971, 0.0541], [4.1032, -0.6592, 0.5476], [3.0240, -0.6362, -0.2425], [4.5273, -0.3509, -3.2147], [6.5403, -0.4487, -1.7652], [6.2274, -0.6184, 0.7313], [3.8827, -0.7205, 1.6072], [-2.6280, -4.9894, 4.9490], [-1.6386, -4.1897, 4.1262], [-1.5414, -4.7973, 2.8441], [-0.3729, -4.3325, 1.7515], [1.3339, -3.0209, -0.5681], [-0.3593, -2.2472, 2.0419], [0.9114, -4.8009, 2.7088], [2.1931, -4.1756, 2.7000], [3.1815, -4.9673, 1.8672], [-2.7974, -4.5125, 5.9171], [-2.2647, -6.0049, 5.1199], [-3.5850, -5.0606, 4.4294], [-0.6551, -4.1725, 4.6048], [-1.9622, -3.1505, 4.0213], [2.5262, -4.1296, 3.7442], [2.1117, -3.1401, 2.3492], [3.2384, -6.0021, 2.2144], [4.1765, -4.5193, 1.9416], [2.8823, -4.9584, 0.8188], [1.6214, 0.2943, 2.3048]],
  "forces_ev_per_a": [[0.0603, -0.4584, 0.4447], [0.2259, 0.2527, -0.3987], [-0.9470, 0.1380, 0.1792], [0.0443, 0.0096, 0.1955], [0.0765, 0.1300, -0.0409], [-0.0048, 0.0143, -0.0043], [-0.0202, -0.0438, 0.0030], [0.0658, 0.0761, -0.0370], [0.1894, -0.1597, 0.1119], [-0.2504, 0.2359, -0.3162], [-0.1618, 0.0134, -0.2965], [-0.0932, -0.0287, 0.1535], [0.0793, 0.0036, -0.0078], [-0.0287, 0.0065, -0.0109], [-0.0343, 0.0007, 0.0524], [0.1405, -0.0357, -0.1162], [-0.2171, -0.1112, 0.2254], [0.1868, -0.0893, -0.0838], [-0.0371, 0.0258, 0.0324], [-0.0152, 0.0285, -0.0006], [0.0609, -0.0336, -0.0306], [-0.0840, 0.0496, 0.0796], [0.0659, -0.4713, -0.1064], [0.1595, -0.0135, 0.1325], [-0.0749, -0.0124, -0.0905], [-0.0190, 0.0855, 0.0630], [0.0534, -0.0294, -0.0193], [0.1259, -0.0729, -0.1125], [-0.0476, -0.1079, -0.2644], [0.0416, 0.1764, 0.0991], [-0.0089, -0.0991, -0.1282], [0.0309, 0.0225, -0.0190], [0.0117, 0.0636, 0.0687], [-0.0500, -0.0915, -0.0647], [0.0212, 0.0827, 0.0607], [-0.0310, 0.1452, 0.1709], [-0.0446, 0.0757, -0.0175], [0.0189, -0.0445, 0.0221], [-0.0010, -0.0053, -0.0086], [-0.0132, 0.0025, -0.0434], [0.0506, -0.0951, 0.0630], [-0.0140, -0.0296, 0.0220], [-0.0091, 0.0077, 0.0012], [-0.0026, 0.0041, 0.0068], [0.0252, -0.0157, 0.0127], [0.0313, -0.0084, -0.0126], [0.0125, 0.0136, 0.0006], [0.0108, -0.0124, 0.0169], [0.0244, 0.0039, 0.0136], [0.0526, -0.0129, 0.1165], [-0.1320, -0.0133, -0.0051], [0.0082, 0.0111, -0.0325], [-0.0065, -0.0080, -0.0057], [-0.0286, 0.0138, -0.0119], [0.0457, -0.0091, 0.0011], [0.0095, -0.0158, 0.0504], [-0.0049, 0.0260, 0.0003], [-0.0101, 0.0081, 0.0004], [0.0063, -0.0109, 0.0192], [0.0153, 0.0033, 0.0275], [-0.0088, -0.0063, -0.0018], [-0.0137, -0.0118, -0.0017], [0.0027, -0.0285, 0.0169], [0.0189, -0.0056, -0.0317], [0.0120, 0.0048, -0.0016], [-0.0102, 0.0012, -0.0177], [0.0049, -0.0036, -0.0061], [0.0229, 0.0023, -0.0112], [-0.0353, -0.0064, 0.0108], [0.1553, 0.1936, -0.0380], [0.2162, 0.1033, 0.1308], [-0.2734, -0.0309, -0.2407], [0.1634, 0.0120, 0.1299], [0.0183, 0.0112, -0.0906], [-0.0809, -0.1050, 0.0683], [0.2095, 0.1766, -0.1245], [0.0157, 0.0163, -0.0065], [0.0062, -0.0147, 0.0024], [0.0300, 0.0043, 0.0000], [0.0123, 0.0106, -0.0278], [-0.0106, -0.0500, 0.0335], [-0.0272, -0.0482, 0.0336], [0.0502, 0.1748, 0.0132], [-0.0960, 0.1986, -0.2195], [-0.1396, 0.4067, 0.2786], [-0.0547, -0.0252, 0.2545], [0.2287, 0.0303, 0.0050], [-0.0795, 0.0971, 0.1127], [0.0124, -0.0164, -0.0374], [0.0150, 0.0136, 0.0255], [0.0177, 0.0009, -0.0134], [-0.0222, 0.0263, -0.0274], [-0.0027, -0.0085, -0.0020], [-0.0265, -0.0340, -0.0231], [-0.0342, -0.0375, -0.0216], [-0.0059, -0.1548, -0.0043], [-0.0065, -0.0116, 0.0323], [-0.0020, 0.0201, -0.0066], [-0.0180, 0.0242, 0.0102], [0.1764, -0.5203, -0.3641]],
  "largest_force_ev_per_a": 0.97,
  "homo_ev": -0.902,
  "spin_multiplicity": 1,
  "total_energy_ha": -5885.0908,
  "e_above_lowest_kj_mol": 161.0,
  "total_charge": -2
}